[1]
Below is 2 unconnected molecules or ions with the total composition C3H9NS2, with properties calculated with wB97M-V/def2-TZVPD.

## Properties
- HOMO: -8.39 eV
- Structure (SMILES): C=C(C)N.SS
- Max |F|: 0.004 hartree/bohr
- Energy above the lowest of the compared OMol25 structures with the same formula, charge and spin: 14.7 kcal/mol
- Kohn-Sham gap: 8.8145 eV

ORCA input file:
```
! RIJCOSX wB97M-V def2-TZVPD def2/J DEFGRID3
* xyz 0 1
H 1.195 -1.232 2.944
S 0.410 1.957 -2.069
H 0.214 -2.780 -0.736
N -0.502 -3.001 1.812
H -0.532 0.367 -0.296
C 0.183 -1.952 1.201
C 0.487 -1.951 -0.098
H 1.057 3.016 -1.566
H 1.106 -0.059 1.622
C 0.568 -0.849 2.137
S -0.858 1.659 -0.457
H -0.323 -0.415 2.598
H 1.074 -1.148 -0.515
H -0.978 -2.766 2.668
H -1.069 -3.557 1.192
*
```

[2]
Below is C2H3F2OP in the gas phase at a distorted geometry, with properties calculated with wB97M-V/def2-TZVPD.

## Properties
- HOMO: -9.68 eV
- Structure (SMILES): CC(F)(F)P=O
- Max |F|: 0.063 hartree/bohr
- Energy above the lowest of the compared OMol25 structures with the same formula, charge and spin: 64.8 kcal/mol
- Kohn-Sham gap: 8.4968 eV

ORCA input file:
```
! RIJCOSX wB97M-V def2-TZVPD def2/J DEFGRID3
* xyz 0 1
C -0.331 0.385 0.103
H 1.255 -0.898 -0.811
O -2.781 -0.640 -0.476
C 1.228 -0.170 -0.010
H 1.869 0.673 -0.225
F -0.622 1.113 -0.999
P -1.642 -1.058 0.313
H 1.476 -0.624 0.938
F -0.453 1.219 1.168
*
```

[3]
Below is C2ClN3O in the gas phase at a distorted geometry, with properties calculated with wB97M-V/def2-TZVPD.

## Properties
- HOMO: -8.74 eV
- Max |F|: 0.040 hartree/bohr
- Energy above the lowest of the compared OMol25 structures with the same formula, charge and spin: 41.2 kcal/mol
- Kohn-Sham gap: 8.1549 eV

ORCA input file:
```
! RIJCOSX wB97M-V def2-TZVPD def2/J DEFGRID3
* xyz 0 1
C -1.271 -1.159 -0.197
N 1.310 0.461 0.629
C 0.874 1.527 0.272
N 0.995 -0.841 0.561
N -0.083 -1.125 0.025
Cl -2.380 -1.501 -1.415
O 0.556 2.638 0.125
*
```

[4]
Below is a molecular structure, C10H23AlN2OPPtS2 at a distorted geometry, with properties calculated with wB97M-V/def2-TZVPD.

## Properties
- HOMO: -10.89 eV
- Max |F|: 0.074 hartree/bohr
- Kohn-Sham gap: 2.7517 eV

ORCA input file:
```
! RIJCOSX wB97M-V def2-TZVPD def2/J DEFGRID3
* xyz 1 1
H 4.730 2.614 -0.110
P -0.752 -1.557 -2.375
H 2.224 1.967 -0.976
H -1.798 -4.161 0.158
H -0.750 -2.895 -2.938
H -2.502 -0.193 0.063
Al -2.398 -1.614 -0.674
H 0.190 -0.560 0.200
O 4.127 4.547 0.623
Pt -3.581 -4.297 -1.135
H 4.001 3.827 -1.383
H -5.479 -1.377 0.219
H 4.027 4.853 2.734
C -0.169 -2.789 0.972
C -1.783 -3.070 0.636
C 0.013 -1.170 1.210
H -5.702 -0.284 -1.358
H 0.181 -3.442 1.908
H -4.269 -3.193 -1.898
H -0.329 0.243 -3.488
H 0.469 -3.196 0.049
H -6.424 -2.025 -1.351
H 4.154 2.197 2.258
N -1.141 -0.412 -3.465
H -4.071 -1.506 -2.721
H -0.967 -0.802 1.779
C -4.165 -2.031 -1.655
H 0.586 -1.372 -1.804
H 2.689 2.679 3.343
C 2.406 2.687 -0.065
C 2.517 0.547 1.264
S 3.789 -0.110 0.285
H 1.580 3.541 -0.162
C 3.873 3.392 -0.280
S 1.539 -0.744 2.280
H -2.324 -3.070 1.676
C -5.500 -1.384 -0.951
H 2.341 4.978 1.721
C 3.115 2.781 2.239
C 3.349 4.365 1.884
N 2.206 2.036 1.286
*
```

[5]
Below is C6H16N2 in the gas phase at a distorted geometry, with properties calculated with wB97M-V/def2-TZVPD.

## Properties
- HOMO: -8.72 eV
- Structure (SMILES): CC(C)[C@@](C)(N)CN
- Max |F|: 0.075 hartree/bohr
- Energy above the lowest of the compared OMol25 structures with the same formula, charge and spin: 12.5 kcal/mol
- Kohn-Sham gap: 9.6294 eV

ORCA input file:
```
! RIJCOSX wB97M-V def2-TZVPD def2/J DEFGRID3
* xyz 0 1
H -0.275 2.506 0.684
C -1.988 -0.480 0.886
C 0.967 0.763 -1.472
H 0.299 0.551 -2.303
H 0.955 1.834 -1.280
H 1.976 0.467 -1.752
H -2.291 -1.270 0.203
H 2.367 -1.936 -0.467
N 1.523 0.115 0.786
H 1.820 1.069 0.937
H -1.546 -0.916 1.782
C 0.525 -0.008 -0.232
H 1.792 -1.846 -1.996
H -0.451 -1.626 -1.302
H -2.912 0.024 1.174
C -1.024 0.501 0.224
C 0.291 -1.471 -0.521
N 1.578 -2.179 -1.061
H -1.919 2.220 1.195
H -1.474 0.805 -0.728
C -0.939 1.751 1.101
H -0.600 1.490 2.104
H 1.254 -0.334 1.653
H 0.072 -2.033 0.386
*
```

[6]
Below is C3HClF2OS in the gas phase at a distorted geometry, with properties calculated with wB97M-V/def2-TZVPD.

## Properties
- HOMO: -10.03 eV
- Structure (SMILES): O=C(S)C(Cl)=C(F)F
- Max |F|: 0.035 hartree/bohr
- Energy above the lowest of the compared OMol25 structures with the same formula, charge and spin: 4.4 kcal/mol
- Kohn-Sham gap: 10.0390 eV

ORCA input file:
```
! RIJCOSX wB97M-V def2-TZVPD def2/J DEFGRID3
* xyz 0 1
O -0.731 -1.516 0.049
F 2.759 0.550 0.008
H -3.103 -0.618 0.167
S -2.401 0.498 -0.070
C 1.622 -0.047 -0.038
Cl 0.442 2.242 -0.033
C -0.792 -0.317 -0.025
F 1.796 -1.334 -0.121
C 0.407 0.541 0.063
*
```

[7]
Below is a gas-phase ion, C3H5N2O (charge +1) at a distorted geometry, with properties calculated with wB97M-V/def2-TZVPD.

## Properties
- HOMO (spin up / spin down): -15.41 / -15.41 eV
- Max |F|: 0.087 hartree/bohr
- Energy above the lowest of the compared OMol25 structures with the same formula, charge and spin: 156.0 kcal/mol
- Kohn-Sham gap (spin up / spin down): 8.2692 / 8.2698 eV

ORCA input file:
```
! RIJCOSX wB97M-V def2-TZVPD def2/J DEFGRID3
* xyz 1 1
H -1.488 0.201 -0.649
C 0.355 0.951 -0.283
C -0.713 -0.008 0.099
C 0.889 -1.682 0.394
H 0.660 1.701 0.441
H 1.111 -2.800 0.690
N -0.290 -1.324 0.176
H 0.556 1.104 -1.275
O 2.998 -0.881 -0.082
N 1.866 -0.744 0.146
H -1.224 0.386 0.994
*
```